46
Properties=species:S:1:pos:R:3 method="wB97M-V/def2-TZVPD" total_charge=+1 spin_multiplicity=1 e_lumo_ev=-2.7045 homo_energy_ev=-13.01 de_lowest_kcal_mol=95.06 gap_ha=0.37857
O 0.627 -1.964 2.717
H 2.802 3.396 -0.033
H 0.209 -2.107 3.549
O -2.271 -0.762 -2.386
H 0.596 1.162 1.481
H -2.976 -1.441 -2.524
O 2.523 1.143 -3.455
H 0.831 1.283 -0.640
H -3.182 -0.927 3.764
O -2.134 2.072 -0.575
H -2.165 -4.059 -1.233
H -1.320 2.666 -1.088
O 2.734 2.451 -0.054
H -1.505 1.752 0.279
H 3.414 2.068 -0.650
O -2.216 -0.219 0.532
H 3.278 0.547 -3.573
H 2.112 0.794 -4.263
O 0.060 0.736 -1.158
H -2.854 -0.214 1.332
H 1.631 -1.533 -1.842
O 0.354 3.081 1.992
H -1.594 -1.347 -2.767
H 1.658 -3.107 -1.689
O -1.354 -3.672 -1.553
H 0.362 2.276 2.539
H 0.695 -3.312 0.758
O -0.109 3.581 -1.484
H -0.004 3.852 2.510
O 0.771 0.386 0.888
H -0.146 0.080 0.786
H 0.817 3.332 -1.384
O 2.215 -2.312 -1.686
H -0.759 -4.002 -0.812
H -2.694 -0.671 -0.172
O 0.665 -3.934 0.055
H 0.444 1.089 -2.034
H 1.342 -4.628 0.178
O -3.085 -1.112 2.852
H 0.304 -1.150 2.318
H 2.068 0.919 2.701
O 1.378 0.571 3.250
H 1.266 -0.402 3.282
H -1.802 1.161 -0.937
H -0.269 4.268 -2.135
H -3.312 -2.020 2.708

48
Properties=species:S:1:pos:R:3 method="wB97M-V/def2-TZVPD" total_charge=-2 spin_multiplicity=2 e_lumo_ev="4.4128 / 4.4117" homo_energy_ev="-0.57 / -2.80" gap_ha="0.18322 / 0.26505"
V 0.665 -0.533 0.744
O 0.130 1.469 1.381
C -0.425 1.450 2.679
C -1.374 0.276 2.816
N -0.693 -0.986 2.464
C 0.170 -1.464 3.537
C 1.520 -0.755 3.476
O 2.163 -0.526 4.483
O 1.880 -0.470 2.257
C -1.636 -1.947 1.906
C -2.048 -1.412 0.536
O -3.177 -1.531 0.108
O -1.069 -0.790 -0.072
H -0.655 1.963 0.737
H 0.384 1.403 3.413
H -0.979 2.379 2.865
H -1.796 0.206 3.828
H -2.199 0.422 2.116
H -0.278 -1.327 4.527
H 0.361 -2.528 3.378
H -1.116 -2.896 1.760
H -2.525 -2.099 2.527
S 1.345 -2.720 0.195
C 2.258 -2.533 -1.284
C 2.746 -3.660 -1.949
C 3.490 -3.550 -3.114
C 3.977 -4.748 -3.755
N 4.356 -5.717 -4.246
C 3.759 -2.279 -3.642
C 3.273 -1.155 -2.989
C 2.526 -1.253 -1.815
S 1.937 0.194 -1.014
C 4.537 -2.124 -4.846
N 5.164 -1.989 -5.802
H 2.539 -4.641 -1.540
H 3.481 -0.174 -3.398
N -4.898 5.958 -2.670
C -4.161 5.241 -2.122
C -3.277 4.380 -1.458
C -2.088 4.853 -0.811
C -1.286 3.983 -0.143
N -1.518 2.640 -0.030
C -2.630 2.174 -0.677
C -3.496 2.964 -1.367
H -1.819 5.901 -0.853
H -0.385 4.341 0.346
H -2.787 1.103 -0.626
H -4.347 2.508 -1.855

16
Properties=species:S:1:pos:R:3 method="wB97M-V/def2-TZVPD" spin_multiplicity=1 e_lumo_ev=1.1145 homo_energy_ev=-11.18 de_lowest_kcal_mol=33.01 gap_ha=0.45179
C 1.521 -1.292 -0.542
C 2.050 -0.357 -1.558
H 0.515 -1.312 -0.716
H 1.976 -2.331 -0.728
H 1.662 -0.913 0.612
H 2.640 0.614 -1.329
H 2.771 -0.864 -2.222
H 1.289 0.062 -2.140
C -1.337 1.237 1.404
C -2.253 0.356 0.732
H -1.772 2.155 1.736
H -0.712 0.849 2.252
H -0.598 1.561 0.631
H -2.064 -0.584 1.075
H -3.321 0.633 0.984
H -2.273 0.468 -0.369

| no. | largest force on an atom (eV/Å) |
| --- | --- |
| 1 | 6.005 |
| 2 | 0.678 |
| 3 | 4.502 |